Formula: C18H54O9
Source: the Open Molecules 2025 dataset
Level of theory: wB97M-V/def2-TZVPD

```
81
Properties=species:S:1:pos:R:3:forces:R:3:lowdin_charge:R:1
C 1.748 -1.764 -3.039 -0.404 -0.074 0.140 -0.089
C 2.558 -1.947 -4.301 0.085 -0.118 0.672 -0.324
O 3.897 -1.645 -3.951 0.627 -0.059 -0.510 -0.085
H 2.049 -2.458 -2.241 0.007 0.019 -0.369 0.080
H 0.689 -1.939 -3.273 0.182 0.203 0.270 0.060
H 1.904 -0.756 -2.627 -0.220 -0.157 -0.273 0.063
H 2.193 -1.295 -5.101 0.021 0.013 -0.016 0.111
H 2.527 -2.984 -4.634 -0.330 -0.119 -0.150 0.110
H 4.456 -2.084 -4.606 0.083 0.300 0.258 0.087
C -5.699 2.063 -1.001 -0.031 -0.144 -0.231 -0.092
C -4.920 2.383 0.247 -0.908 0.675 0.278 -0.368
O -3.567 2.142 0.062 0.743 0.012 -0.406 -0.083
H -5.635 1.002 -1.241 -0.089 -0.029 -0.005 0.064
H -5.305 2.622 -1.858 -0.019 -0.032 0.167 0.079
H -6.739 2.348 -0.855 -0.151 -0.073 -0.106 0.071
H -5.314 1.853 1.119 -0.001 -0.326 -0.075 0.118
H -5.111 3.441 0.480 0.233 0.131 0.001 0.105
H -3.222 1.688 0.839 0.251 -0.285 0.335 0.026
C 3.810 2.307 -3.788 -0.597 -0.080 -0.464 -0.082
C 2.496 2.539 -3.039 0.031 0.046 0.109 -0.320
O 1.762 3.571 -3.726 0.303 -0.110 0.003 -0.088
H 3.525 2.220 -4.844 0.280 0.185 0.054 0.076
H 4.301 1.352 -3.547 -0.193 0.383 0.329 0.069
H 4.493 3.151 -3.657 -0.060 -0.200 -0.073 0.073
H 2.707 2.831 -1.997 -0.193 0.023 -0.197 0.104
H 1.923 1.607 -3.015 -0.044 0.069 -0.064 0.078
H 0.815 3.593 -3.525 0.478 -0.346 0.275 0.084
C -3.035 -0.956 -1.832 -0.490 0.210 -0.418 -0.083
C -2.235 -1.539 -2.989 -0.997 -0.334 0.102 -0.313
O -3.062 -1.525 -4.172 0.430 0.363 0.215 -0.085
H -2.434 -0.888 -0.927 0.029 0.050 0.039 0.056
H -3.932 -1.538 -1.604 0.206 -0.213 -0.081 0.081
H -3.415 0.038 -2.106 0.360 -0.078 0.169 0.074
H -2.035 -2.605 -2.786 0.560 0.372 0.106 0.107
H -1.328 -0.933 -3.113 -0.022 -0.327 -0.160 0.095
H -2.486 -1.580 -4.942 -0.110 -0.037 0.088 0.076
C 3.133 -3.073 2.805 -0.743 -0.184 0.089 -0.076
C 2.688 -1.722 3.308 0.147 0.724 -0.122 -0.323
O 3.511 -1.327 4.420 -0.109 -0.213 -0.574 -0.077
H 3.137 -3.768 3.645 0.338 -0.068 -0.048 0.080
H 4.092 -3.035 2.297 0.183 -0.027 0.177 0.077
H 2.394 -3.471 2.094 0.150 0.223 0.045 0.057
H 1.648 -1.713 3.614 -0.366 -0.363 0.208 0.102
H 2.708 -0.982 2.489 0.366 -0.072 0.193 0.092
H 3.238 -0.450 4.704 -0.036 0.025 -0.021 0.075
C 2.376 2.048 2.313 -0.796 0.147 -0.937 -0.084
C 1.747 3.294 2.880 0.516 0.030 0.214 -0.331
O 1.530 3.056 4.263 0.300 -0.244 -0.020 -0.073
H 3.341 1.818 2.775 -0.338 -0.026 0.021 0.088
H 2.515 2.222 1.238 0.230 -0.158 0.121 0.076
H 1.641 1.243 2.387 0.351 -0.307 0.211 0.058
H 0.797 3.591 2.438 -0.088 -0.321 -0.482 0.097
H 2.443 4.112 2.691 0.078 0.317 0.332 0.110
H 1.229 3.875 4.634 -0.258 0.513 0.527 0.072
C -2.730 2.955 3.475 -0.028 -0.363 0.087 -0.065
C -1.716 2.039 2.821 -0.059 0.389 -1.173 -0.306
O -2.391 0.899 2.271 0.396 -0.279 0.324 -0.110
H -3.212 2.416 4.279 -0.324 -0.172 0.187 0.075
H -3.496 3.347 2.797 0.240 -0.261 -0.054 0.074
H -2.240 3.796 3.939 0.332 0.423 0.081 0.066
H -0.885 1.783 3.487 -0.306 -0.241 0.154 0.111
H -1.268 2.544 1.954 0.116 0.296 0.222 0.092
H -1.706 0.306 1.883 -0.340 0.209 0.204 0.056
C -0.139 -4.495 0.097 0.175 -0.378 -0.632 -0.083
C -0.486 -4.680 1.547 0.054 0.317 -0.588 -0.305
O -1.048 -3.445 1.964 -0.090 0.085 0.473 -0.084
H -0.970 -4.061 -0.467 -0.050 -0.169 0.120 0.077
H 0.105 -5.472 -0.326 -0.005 0.093 -0.184 0.081
H 0.728 -3.845 -0.064 -0.072 -0.031 0.249 0.066
H 0.417 -4.902 2.093 0.366 -0.090 0.424 0.098
H -1.178 -5.510 1.693 -0.201 0.051 -0.032 0.116
H -1.149 -3.470 2.919 -0.122 0.183 0.111 0.101
C 0.006 0.875 -0.398 0.650 0.559 -0.210 -0.057
C 0.358 -0.524 0.050 -0.342 0.671 0.182 -0.300
O -0.350 -0.763 1.262 -0.045 -0.225 -0.160 -0.100
H -1.013 0.932 -0.809 0.408 0.043 0.053 0.076
H 0.772 1.203 -1.122 -0.567 -0.054 -0.057 0.059
H 0.088 1.592 0.428 -0.096 -0.228 -0.010 0.060
H 1.431 -0.642 0.246 -0.055 -0.008 -0.255 0.111
H 0.024 -1.196 -0.742 0.199 -0.395 0.084 0.091
H -0.496 -1.715 1.321 -0.212 -0.332 0.457 0.047
```
Forces are in eV/Å.

Total charge   0
Orbital gap   0.3661 hartree
Relative energy (zero: lowest compared OMol25 entry of this formula, charge and spin)   263.7 kJ/mol
Structure (SMILES)   CCO.CCO.CCO.CCO.CCO.CCO.CCO.CCO.CCO
DFT total energy   -37967.1323 eV

---

Formula: C18H54O9S
Source: the Open Molecules 2025 dataset
Level of theory: wB97M-V/def2-TZVPD

```
82
Properties=species:S:1:pos:R:3:forces:R:3:lowdin_charge:R:1
C -31.649 -48.007 -2.703 4.874 -8.389 -1.087 -0.060
C -31.845 -48.790 -1.407 1.290 -0.734 -2.000 -0.329
O -33.183 -49.037 -1.297 0.515 -0.318 -5.419 -0.034
H -31.656 -48.648 -3.680 -1.127 0.969 1.789 0.125
H -30.610 -47.836 -2.732 1.515 1.132 0.137 0.054
H -32.161 -47.227 -2.696 -4.516 6.873 -0.480 -0.017
H -31.369 -48.289 -0.593 -0.165 0.810 0.901 0.108
H -31.224 -49.702 -1.523 -0.445 -0.157 0.186 0.111
H -33.525 -49.068 -0.489 -1.761 -0.172 5.705 -0.062
C -38.761 -48.910 1.171 -3.737 2.346 0.046 -0.101
C -37.388 -48.758 0.687 0.372 3.583 -2.368 -0.435
O -36.794 -49.924 0.678 4.567 -5.284 -0.346 -0.123
H -39.578 -49.577 0.654 2.119 1.277 0.282 0.109
H -39.222 -47.842 1.334 0.637 -1.901 -0.765 0.084
H -38.737 -49.248 2.151 0.044 -0.995 2.130 0.031
H -36.660 -48.034 1.229 -1.831 -0.304 -0.533 0.140
H -37.452 -48.510 -0.397 -0.041 1.235 0.429 0.105
H -35.819 -49.819 0.359 -2.290 -0.021 0.980 0.108
C -35.829 -47.672 -2.931 -2.801 -5.956 -2.329 -0.093
C -36.321 -47.508 -4.350 -2.770 1.268 -1.027 -0.296
O -35.987 -46.112 -4.732 -2.744 0.088 -3.149 -0.193
H -36.350 -48.659 -2.501 1.266 2.102 -0.673 0.115
H -35.995 -46.908 -2.345 -2.187 4.206 2.841 0.019
H -34.835 -47.731 -2.777 3.699 -1.100 -0.330 0.010
H -37.533 -47.419 -4.310 2.678 -1.070 -0.107 0.129
H -36.006 -48.349 -5.140 -0.466 1.995 1.757 0.138
H -36.746 -45.773 -5.461 3.300 -1.560 3.011 0.167
C -39.026 -51.821 -1.767 -1.996 4.088 1.583 -0.086
C -38.070 -51.553 -2.803 1.317 0.782 -1.182 -0.369
O -38.404 -52.138 -4.015 -4.104 -0.146 -0.356 -0.032
H -38.578 -51.444 -0.816 -0.793 0.422 -0.548 0.084
H -39.229 -52.761 -1.530 -0.482 -4.614 0.392 0.020
H -40.091 -51.399 -2.016 2.058 -0.171 0.594 0.126
H -37.109 -52.024 -2.709 0.942 0.435 1.792 0.119
H -37.975 -50.460 -2.928 0.258 -0.177 0.129 0.110
H -37.596 -52.208 -4.410 2.813 -0.566 -2.377 0.030
C -42.426 -48.048 2.799 4.943 -0.652 -4.824 -0.059
C -42.713 -49.326 1.997 -2.320 0.118 -1.239 -0.266
O -43.495 -50.242 2.822 5.308 1.768 3.139 -0.046
H -43.218 -47.400 2.878 -1.749 1.558 -0.257 0.043
H -41.383 -47.573 2.265 -3.208 -0.538 0.852 0.125
H -41.984 -48.164 3.702 0.744 -1.170 3.092 -0.016
H -41.968 -49.940 1.445 0.498 0.910 1.033 0.101
H -43.419 -49.038 1.086 1.236 -0.181 1.693 0.132
H -44.150 -50.378 2.271 -5.559 -1.768 -3.569 -0.025
C -40.892 -47.799 -2.050 0.003 4.218 2.677 -0.057
C -42.213 -47.011 -1.828 2.023 0.690 -3.375 -0.260
O -41.902 -45.617 -1.694 -0.844 -0.801 1.995 -0.068
H -40.389 -47.635 -2.931 1.107 1.241 -2.301 0.035
H -40.959 -48.789 -2.073 -0.873 -4.461 0.561 0.007
H -40.206 -47.478 -1.193 -0.828 -0.568 -1.112 0.105
H -42.572 -47.468 -0.988 -1.607 -0.234 2.507 0.060
H -42.939 -47.027 -2.666 0.274 -0.826 0.425 0.122
H -41.498 -45.417 -2.509 0.784 0.715 -1.347 0.051
C -38.423 -46.488 3.817 -5.926 4.775 -4.348 -0.048
C -37.492 -45.531 3.038 -1.199 0.627 2.159 -0.254
O -36.450 -44.993 3.863 -2.726 -0.837 2.365 -0.039
H -39.415 -46.947 3.187 2.919 1.555 1.055 0.115
H -38.965 -46.074 4.629 0.205 0.636 1.119 0.060
H -37.916 -47.256 3.999 4.088 -6.508 2.248 -0.033
H -37.981 -44.651 2.722 -1.183 0.686 -0.899 0.097
H -37.077 -46.039 2.236 0.724 -0.997 -1.691 0.070
H -35.708 -44.966 3.349 3.101 0.175 -1.859 0.026
C -40.200 -49.651 5.606 -4.819 4.991 -1.257 -0.110
C -39.040 -49.162 6.350 0.631 -1.776 0.402 -0.313
O -38.917 -49.887 7.634 -0.476 1.060 -1.602 -0.066
H -41.285 -49.512 6.115 2.667 -0.646 -0.872 0.138
H -40.025 -50.569 5.230 -0.016 -3.362 -0.957 0.022
H -40.339 -48.937 4.615 0.591 -1.712 2.288 0.102
H -39.028 -48.083 6.292 0.347 0.321 1.112 0.101
H -38.234 -49.579 5.767 0.936 0.539 -0.226 0.096
H -38.731 -49.201 8.252 0.252 0.540 1.128 0.051
C -34.048 -51.883 1.409 8.887 -1.963 -2.279 -0.277
S -33.738 -50.385 2.110 1.036 3.847 2.727 0.895
O -34.146 -49.239 1.168 -0.033 -1.681 0.582 -0.536
C -35.057 -50.482 3.362 -0.570 0.135 2.269 -0.250
H -33.561 -51.816 0.374 -0.382 -0.268 1.350 0.116
H -34.943 -51.800 1.258 -10.229 -0.366 -1.872 -0.070
H -33.729 -52.806 1.892 0.030 0.466 0.368 0.096
H -35.034 -49.680 4.178 0.631 -0.683 -1.455 0.076
H -34.923 -51.435 3.990 -0.306 1.065 -1.298 0.084
H -36.076 -50.359 2.922 0.883 -0.614 -0.118 0.054
```
Forces are in eV/Å.

Total charge   0
Orbital gap   0.3653 hartree
Relative energy (zero: lowest compared OMol25 entry of this formula, charge and spin)   195.4 kJ/mol
DFT total energy   -48790.7586 eV

---

Formula: C18H54O9S9
Source: the Open Molecules 2025 dataset
Level of theory: wB97M-V/def2-TZVPD

```
90
Properties=species:S:1:pos:R:3:forces:R:3:lowdin_charge:R:1
C 0.255 -2.708 1.131 -0.425 -0.854 0.470 -0.266
S 1.723 -2.587 2.207 -0.428 -2.300 -0.635 0.796
O 2.016 -1.165 2.414 -0.154 1.177 0.376 -0.551
C 0.869 -3.310 3.640 0.334 0.063 1.420 -0.262
H 0.463 -2.439 0.087 0.113 -0.085 0.494 0.014
H -0.385 -1.991 1.623 -0.457 0.480 -0.269 0.009
H -0.274 -3.705 1.207 0.875 0.814 -0.156 0.066
H -0.139 -2.925 3.862 0.413 0.310 -0.297 0.025
H 1.516 -3.186 4.557 -0.578 0.037 -1.059 0.069
H 0.739 -4.386 3.493 0.228 0.068 -0.332 0.050
C 2.840 4.010 -1.784 1.837 -0.515 -0.106 -0.214
S 4.082 2.704 -2.229 0.692 1.069 -0.367 0.860
O 3.595 1.361 -1.808 -0.433 -0.176 -0.194 -0.602
C 3.919 2.762 -4.060 1.304 -0.516 0.686 -0.239
H 3.293 4.958 -2.172 -0.630 -0.728 0.380 0.075
H 2.784 3.991 -0.680 -0.114 0.218 -0.594 0.024
H 1.925 3.721 -2.254 -0.739 0.220 -0.190 0.024
H 2.889 2.726 -4.269 -1.282 0.423 -0.613 0.029
H 4.373 1.874 -4.503 0.008 -0.313 0.517 0.044
H 4.518 3.559 -4.497 -0.535 0.532 0.218 0.052
C 1.578 1.410 0.672 0.159 -0.038 1.686 -0.257
S 0.229 0.608 -0.090 0.686 -1.613 -0.694 0.766
O -1.024 1.181 0.415 -1.450 0.563 0.920 -0.542
C 0.370 1.249 -1.744 0.386 1.259 0.663 -0.238
H 1.463 2.495 0.653 0.198 -0.068 -0.300 0.021
H 2.463 1.027 0.164 0.122 0.356 0.174 0.024
H 1.569 1.075 1.758 0.107 0.234 -1.373 0.072
H 0.262 2.365 -1.581 0.304 -1.025 -0.614 0.060
H -0.507 0.878 -2.248 -0.228 -0.180 -0.380 0.037
H 1.319 0.895 -2.178 -0.428 0.457 0.025 0.027
C 3.775 -1.824 -3.313 -0.015 -0.349 1.500 -0.223
S 2.587 -1.919 -1.884 0.893 -0.246 0.693 0.829
O 2.369 -3.386 -1.513 0.268 1.294 -0.816 -0.586
C 3.818 -1.333 -0.689 -0.802 -0.761 2.099 -0.264
H 4.221 -0.831 -3.496 -0.132 -0.452 0.717 0.049
H 3.134 -2.012 -4.124 -0.455 -0.753 -1.338 0.013
H 4.476 -2.646 -3.064 -0.167 0.591 -0.621 0.067
H 4.442 -2.217 -0.415 -0.307 0.585 -0.517 0.075
H 3.303 -1.031 0.293 0.575 -0.317 -1.511 0.046
H 4.368 -0.504 -1.096 0.169 0.208 -0.044 0.010
C -5.042 -2.074 -0.740 -0.718 -0.226 -0.084 -0.254
S -3.848 -1.177 -1.736 -0.489 -0.797 -1.325 0.801
O -3.990 0.211 -1.279 -0.055 1.427 0.448 -0.550
C -2.450 -1.883 -0.996 1.064 0.293 1.026 -0.298
H -5.220 -3.171 -0.977 0.169 1.566 0.005 0.091
H -5.919 -1.392 -0.818 0.230 -0.946 -0.098 0.058
H -4.653 -1.983 0.262 -0.004 -0.223 0.486 0.000
H -1.491 -1.621 -1.386 0.442 0.728 -0.874 0.035
H -2.543 -2.915 -1.188 -0.163 -1.521 0.206 0.049
H -2.382 -1.660 0.069 -0.419 -0.245 0.010 0.031
C -4.692 -2.255 3.788 2.067 -0.070 1.137 -0.237
S -2.970 -2.264 3.140 -2.146 0.512 -1.844 0.847
O -3.220 -2.952 1.808 0.958 0.311 0.978 -0.584
C -2.923 -0.439 2.725 -1.340 0.459 -0.429 -0.244
H -5.235 -1.677 3.114 -1.163 0.307 -1.642 0.021
H -4.646 -1.608 4.642 -0.151 -0.113 1.129 0.034
H -5.023 -3.275 3.987 0.002 0.322 -0.108 0.062
H -3.116 0.227 3.647 0.250 -1.080 -1.541 0.083
H -3.565 -0.173 1.767 0.611 -0.774 2.231 0.101
H -1.948 -0.270 2.313 0.882 0.251 0.199 -0.015
C 1.827 -6.111 0.240 1.693 2.104 -2.565 -0.303
S 0.274 -6.709 -0.281 -1.409 -0.714 0.240 0.788
O -0.795 -6.084 0.566 0.385 0.193 -0.459 -0.566
C 0.259 -6.062 -1.991 -0.243 1.353 0.717 -0.264
H 2.566 -6.572 -0.477 -0.492 0.316 0.991 0.075
H 2.060 -6.297 1.241 0.086 -0.951 1.517 0.027
H 1.954 -4.999 0.119 -0.398 -0.902 -0.162 0.037
H -0.647 -6.526 -2.451 1.098 0.112 0.072 0.049
H 1.276 -6.402 -2.336 -1.333 0.511 -0.374 0.058
H 0.101 -4.911 -2.001 0.708 -1.931 0.065 0.076
C -2.813 3.689 0.403 1.024 0.092 1.206 -0.285
S -2.436 4.465 -1.154 1.131 0.152 0.143 0.831
O -0.944 4.729 -1.146 -0.493 -0.193 -0.132 -0.603
C -2.793 3.180 -2.418 0.808 0.434 1.292 -0.222
H -2.816 4.512 1.191 0.120 -1.024 -1.033 0.063
H -2.115 2.834 0.672 -0.723 1.148 -0.533 0.043
H -3.808 3.334 0.281 -0.994 -0.469 0.115 0.031
H -2.718 2.122 -2.164 -0.096 0.227 0.318 0.029
H -2.059 3.486 -3.137 0.319 -0.068 -0.700 0.035
H -3.755 3.501 -2.723 -1.091 -0.239 -0.615 0.024
C 0.285 6.715 1.317 1.808 -0.581 -0.408 -0.222
S 0.537 4.936 1.749 0.355 0.348 -0.800 0.827
O 1.919 4.647 1.233 -0.344 0.027 -0.164 -0.564
C 0.824 5.142 3.476 -1.052 3.927 0.023 -0.272
H -0.645 7.166 1.536 -1.220 0.029 0.424 0.034
H 0.467 6.789 0.225 -0.086 -0.256 0.701 0.059
H 1.081 7.230 1.877 -0.186 -0.019 -0.373 0.049
H -0.087 5.543 3.942 -0.119 -0.423 -0.060 0.063
H 1.539 5.977 3.636 0.040 -0.757 -0.264 0.069
H 1.124 4.286 3.950 0.764 -2.296 0.894 0.018
```
Forces are in eV/Å.

Total charge   0
Orbital gap   0.3125 hartree
Relative energy (zero: lowest compared OMol25 entry of this formula, charge and spin)   127.0 kJ/mol
DFT total energy   -135477.5823 eV